(1)
This record from OMol25 describes a structure of composition C39H51CsN4O2P2S. The level of theory is ωB97M-V/def2-TZVPD.

Each line ends with the Mulliken charge.
Element x y z (Å)
1 N 1.15 -1.02 0.02  -0.218
2 H -1.19 -4.62 -0.17  0.492
3 H 0.11 -2.03 5.49  0.423
4 C 3.18 0.18 0.37  -1.038
5 C 1.57 -3.15 3.58  -0.906
6 H 4.12 4.60 3.02  0.419
7 C -1.11 0.19 -4.35  -0.557
8 C -2.38 1.37 -5.99  0.493
9 H -3.14 -0.92 -7.36  0.451
10 H -2.61 -2.75 -8.94  0.358
11 N -1.93 0.55 -3.36  0.024
12 C -1.23 -3.49 1.67  0.693
13 Cs -1.95 0.45 -0.21  1.417
14 C -0.21 3.66 1.32  -1.506
15 H -3.17 -2.74 3.68  0.282
16 C -3.24 1.76 -4.97  -0.664
17 C 4.25 3.59 3.38  -1.643
18 C 2.29 -1.53 1.99  0.333
19 H -4.11 2.37 -5.17  0.417
20 C -4.83 0.40 1.23  -0.693
21 H -3.40 -1.24 4.58  0.506
22 H -0.05 -5.06 2.60  0.317
23 H 3.99 0.86 3.33  0.227
24 H 4.57 3.63 4.43  0.444
25 H 0.49 1.78 0.57  -1.128
26 H -0.27 -0.43 -4.07  0.452
27 H -5.11 -0.57 1.62  0.420
28 N -1.75 -1.54 -10.36  -0.587
29 P 2.37 2.85 1.49  -0.213
30 C -2.35 -1.73 -9.18  -0.327
31 H -5.67 0.35 -0.82  0.385
32 H -1.54 -1.82 6.06  0.484
33 C -4.06 2.54 1.09  -1.030
34 H -1.35 1.80 -10.16  0.383
35 C -2.28 0.59 -8.64  0.402
36 C 4.53 2.11 0.09  -1.044
37 H 6.32 1.90 -1.07  0.431
38 S -2.67 1.99 -7.62  -0.280
39 H 5.06 3.12 2.82  0.334
40 H 4.41 -1.21 1.93  0.374
41 C 1.22 -2.20 2.61  0.523
42 P -0.57 -1.86 2.27  0.937
43 C -1.09 -4.74 2.54  -1.641
44 H -0.81 -2.91 -0.40  0.216
45 C 0.58 2.36 1.50  2.257
46 C -4.16 1.42 1.94  -0.257
47 C -2.97 1.33 -3.68  -0.312
48 H 0.49 0.60 2.80  -0.583
49 H 0.10 4.20 0.43  0.387
50 H -0.58 0.26 -6.43  0.489
51 H -1.16 -0.48 4.07  -0.078
52 C -1.28 0.58 -5.67  -0.518
53 C -5.14 0.89 -0.05  -0.662
54 H -0.07 4.32 2.18  0.443
55 H -1.05 1.46 2.63  0.355
56 H -0.94 -0.15 -11.64  0.351
57 O 1.07 -0.37 -1.01  -0.385
58 H 0.39 -3.99 0.31  0.272
59 H 0.78 -3.72 4.05  0.627
60 C 3.90 -2.66 3.39  -0.994
61 H 4.92 -2.81 3.69  0.424
62 H 4.70 3.17 0.25  0.584
63 H -1.47 -4.59 3.55  0.279
64 H 1.33 1.54 -1.72  0.303
65 O 1.10 2.46 -1.90  -0.644
66 H 0.23 2.13 3.63  0.270
67 C -2.64 -0.71 -8.30  -0.214
68 H -1.66 -5.56 2.09  0.483
69 C -1.36 -1.55 3.94  1.198
70 H -4.78 2.88 -0.98  0.458
71 H -2.30 -3.27 1.57  0.587
72 H 5.87 -0.50 -1.59  0.442
73 H -3.62 1.62 -2.86  0.190
74 H 1.84 2.97 -1.55  0.306
75 H 3.85 -1.57 -0.64  0.505
76 C 0.04 1.58 2.70  -0.490
77 C -2.87 -1.69 3.74  -1.757
78 C -0.93 -2.23 5.24  -1.685
79 C 2.97 2.76 3.25  0.496
80 H -3.85 1.37 2.98  0.412
81 H 2.17 3.28 3.81  0.631
82 H -3.66 3.50 1.36  0.561
83 C 5.44 1.40 -0.68  -0.868
84 H 3.45 1.46 4.90  0.596
85 H -3.22 -1.18 2.83  0.217
86 C -4.66 2.21 -0.14  -0.372
87 C 5.19 0.07 -0.97  -0.809
88 H -1.28 3.45 1.24  0.066
89 C -0.68 -3.76 0.27  -1.431
90 C 2.87 -3.39 3.98  -1.453
91 N 2.09 -0.63 0.88  1.528
92 H 2.29 0.75 3.79  -0.017
93 C -1.43 -0.29 -10.68  -0.314
94 C -1.66 0.80 -9.86  -0.354
95 H 3.08 -4.13 4.74  0.456
96 C 3.60 -1.75 2.40  -0.657
97 H -1.09 -3.30 5.23  0.206
98 C 4.06 -0.53 -0.44  0.430
99 C 3.37 1.54 0.64  0.085
100 C 3.17 1.38 3.85  -1.209

Its charge is 0. As for the LUMO energy: -0.166 eV. As for the spin multiplicity: 1. Its HOMO-LUMO gap is 0.228 hartree. For the energy above the lowest of the compared OMol25 structures with the same formula, charge and spin, the calculation gives 0.205 eV.

=====

(2)
This record from OMol25 describes a structure of composition C39H52As2N4OTeW. The level of theory is ωB97M-V/def2-TZVPD.

Each line ends with the Löwdin spin population.
Element x y z (Å)
1 C 5.38 -2.93 -1.31  0.000
2 C -1.79 1.23 3.04  0.002
3 C -0.34 -3.16 -5.31  -0.003
4 H -5.45 2.36 -1.25  0.000
5 H -3.96 -0.71 -2.41  -0.001
6 C -3.32 2.26 -1.03  0.001
7 As -0.46 2.12 -0.79  0.027
8 H 4.30 1.39 3.43  0.000
9 C 2.32 -3.05 2.28  0.004
10 H 6.32 -3.47 -1.30  0.000
11 H 4.06 -0.04 -2.47  0.000
12 H 0.86 -3.68 -2.18  0.000
13 C 2.48 4.79 0.60  0.000
14 N -0.61 0.87 2.22  0.056
15 H -4.82 -3.20 -1.41  0.000
16 C 4.25 -3.50 -0.74  0.000
17 H -0.69 -1.24 -6.21  0.000
18 H 3.53 4.98 0.43  0.000
19 C -2.12 2.92 -1.28  0.010
20 C 0.49 -1.75 -3.09  -0.009
21 C -2.93 -1.44 -0.71  0.006
22 N -3.82 -1.98 0.02  0.022
23 H -2.86 -1.57 1.87  0.000
24 H 2.53 1.35 -1.88  0.000
25 C -4.51 2.85 -1.44  0.000
26 N 0.95 1.81 3.71  0.036
27 N 1.53 0.92 1.56  0.007
28 H -2.22 2.53 4.71  0.000
29 H 0.03 0.02 -4.25  0.000
30 C 2.37 2.01 4.10  0.003
31 C 1.68 0.97 -2.44  0.011
32 H 0.12 -4.92 -4.16  0.000
33 C 3.04 -2.82 -0.78  0.000
34 H -3.66 -3.15 1.76  0.001
35 C 3.34 1.64 2.99  0.000
36 H -3.33 1.31 -0.52  0.000
37 H 0.21 2.96 5.28  0.000
38 C -4.48 4.08 -2.08  0.000
39 H 2.24 6.44 1.97  0.000
40 C 1.75 5.61 1.46  -0.002
41 C 0.52 1.96 -2.47  0.001
42 C -3.08 -1.31 -2.18  0.000
43 C 4.10 -0.99 -1.96  0.000
44 H -3.26 5.69 -2.82  0.000
45 C -0.25 4.36 0.99  -0.001
46 H 2.41 3.16 -0.77  0.000
47 C 5.31 -1.68 -1.91  0.001
48 C -2.08 4.15 -1.91  0.001
49 C 0.39 5.40 1.65  0.000
50 C 2.83 0.48 2.17  0.003
51 H 6.19 -1.24 -2.37  0.000
52 O -1.84 -0.93 -0.14  0.077
53 H 2.02 0.76 -3.45  0.000
54 H 0.55 -1.34 4.21  0.000
55 As 1.25 -0.75 -1.62  0.012
56 H -5.59 -3.10 0.17  0.000
57 H -5.70 -1.73 -0.94  0.001
58 H 4.30 -4.49 -0.30  0.000
59 H 3.50 0.21 1.36  0.000
60 C -3.72 -2.10 1.49  0.002
61 C 2.97 -1.57 -1.39  0.007
62 H 3.01 -2.37 1.79  0.000
63 C -1.43 2.39 3.98  0.000
64 H 2.16 -3.29 -0.38  0.000
65 C 0.59 1.26 2.59  0.019
66 H 2.39 -3.00 3.37  0.000
67 C -5.06 -2.54 -0.59  0.002
68 C 0.05 -1.06 -4.21  -0.003
69 C 0.47 3.54 0.13  0.004
70 H -0.23 1.69 -3.20  0.000
71 H -1.14 4.67 -2.08  0.000
72 H 1.72 1.80 1.08  0.003
73 H -0.64 -3.72 -6.18  0.000
74 C -3.27 4.73 -2.32  0.001
75 C 0.09 -3.84 -4.17  0.000
76 H -0.18 6.06 2.30  0.000
77 Te 0.30 -2.56 1.83  0.015
78 H -1.19 -1.69 3.90  0.000
79 H -1.33 3.31 3.41  0.000
80 H -3.23 -2.29 -2.64  0.001
81 H 3.51 2.50 2.33  0.000
82 C -0.12 2.10 4.70  0.002
83 H -2.11 0.36 3.61  0.002
84 H -1.32 4.22 1.10  0.000
85 H 0.87 2.96 -2.73  0.000
86 H -4.62 -1.67 1.93  0.001
87 H -2.21 -0.86 -2.62  0.000
88 H -0.20 1.26 5.38  0.001
89 H -5.41 4.54 -2.40  0.000
90 W -0.17 -0.16 0.44  1.659
91 H 2.47 -4.07 1.94  -0.001
92 H -0.10 -3.00 4.40  0.001
93 H 2.48 3.05 4.40  0.001
94 C -0.36 -1.77 -5.32  0.000
95 C 1.84 3.75 -0.06  -0.001
96 H 2.53 1.40 4.99  0.001
97 H 2.64 -0.41 2.77  0.000
98 C -0.17 -2.07 3.84  0.016
99 C 0.51 -3.14 -3.05  -0.002
100 H -2.61 1.51 2.38  0.001

Its charge is +4. The expectation value of S² is 2.02. As for the LUMO energy (spin up / spin down): -12.723 / -12.328 eV. As for the spin multiplicity: 3. Its HOMO-LUMO gap (spin up / spin down) is 0.220 / 0.235 hartree.

=====

| no. | maximum force (eV Å⁻¹) |
| --- | --- |
| 1 | 0.19 |
| 2 | 1.61 |